1.
C4H9N2O2 | the ωB97M-V functional and the def2-TZVPD basis

Computed properties:
ΔE to the lowest compared entry with this formula, charge and spin   34.9 kJ/mol
E_HOMO   -4.064 eV
Charge   -1

XYZ file:
```
17
Properties=species:S:1:pos:R:3:lowdin_charge:R:1
C 0.3982 1.8519 -0.0542 -0.24
N -0.4951 2.9612 -0.4059 -0.02
C -0.0680 0.4168 -0.5257 -0.41
C -0.0224 0.1846 -2.0655 -0.06
N 0.7087 -0.5294 0.2379 0.02
C 0.0040 -1.6076 0.9535 -0.79
O 0.8023 -2.4446 1.4363 -0.11
O -1.2336 -1.5395 1.0146 -0.08
H 0.4313 1.6742 1.0150 0.10
H 1.3599 2.0577 -0.5377 0.09
H -0.8007 2.9402 -1.3659 0.04
H -1.2965 2.9704 0.2071 0.05
H -1.0978 0.2516 -0.2099 0.11
H -0.9857 0.4630 -2.4949 0.06
H 0.0427 -0.8883 -2.2386 0.07
H 0.8113 0.8033 -2.3953 0.06
H 1.5918 -0.8434 -0.1331 0.10
```

2.
C15H18 | the ωB97M-V functional and the def2-TZVPD basis

Computed properties:
ΔE to the lowest compared entry with this formula, charge and spin   125.2 kJ/mol
E_HOMO   -8.817 eV
Charge   0

XYZ file:
```
33
Properties=species:S:1:pos:R:3:lowdin_charge:R:1
C -1.4710 -0.9421 1.8643 -0.22
C -0.7381 -0.8711 3.1935 -0.10
C -1.5888 0.4234 1.2416 -0.25
C -2.8935 0.9085 0.9178 -0.04
C -0.5083 1.1113 0.7137 -0.06
C -3.1171 2.1839 0.3961 -0.08
C -0.6955 2.3782 0.1395 -0.08
C -1.9778 2.9282 0.0874 -0.10
H -0.9530 -1.5434 1.0992 0.09
H -2.4815 -1.3244 2.0388 0.10
H -0.0425 -1.6799 3.4977 0.07
H -3.6182 0.3303 1.4846 0.10
H 0.5139 0.7496 0.5620 0.10
H -4.1540 2.4605 0.3427 0.10
H 0.2206 2.8959 -0.1344 0.10
H -2.0577 3.9862 -0.1635 0.10
H -1.5253 -0.8215 3.9366 0.07
H -0.0477 0.0004 3.2029 0.08
C 3.4176 -0.6240 -0.1673 -0.05
C 1.0707 -1.4793 -0.7631 -0.08
C 2.3702 -1.1566 -1.1310 -0.27
C 0.0434 -1.4019 -1.7107 -0.10
C 2.6073 -0.8563 -2.5044 -0.06
C 0.2551 -0.7897 -2.9218 -0.11
C 1.5527 -0.5172 -3.3394 -0.09
H 0.9372 -1.9056 0.2352 0.11
H -1.0034 -1.5669 -1.4718 0.11
H 4.1155 -1.3982 0.1591 0.08
H 2.9348 -0.0996 0.6613 0.07
H 3.6510 -0.8087 -2.8029 0.11
H -0.5678 -0.5522 -3.6029 0.11
H 1.7742 -0.1614 -4.3468 0.10
H 3.9770 0.1436 -0.7142 0.08
```

3.
C24H48Li5O10P | the ωB97M-V functional and the def2-TZVPD basis

Computed properties:
ΔE to the lowest compared entry with this formula, charge and spin   0.0 kJ/mol
E_HOMO   -13.004 eV
Charge   +2

XYZ file:
```
88
Properties=species:S:1:pos:R:3:lowdin_charge:R:1
Li -1.0919 -0.5947 2.3197 0.66
Li 1.8008 0.7394 -1.1283 0.66
Li -0.3488 2.2437 1.5412 0.78
Li 1.8195 0.0575 2.1152 0.74
Li 0.8569 -2.0436 -0.4442 0.78
P 0.0167 0.1569 0.3410 -0.12
O 1.1096 1.2003 0.6460 -0.52
O 0.1988 -0.3323 -1.0971 -0.42
O -1.2905 0.7337 0.9318 -0.43
O 0.4158 -1.0732 1.1723 -0.52
C 4.2178 2.5729 -2.6937 -0.13
C 3.5153 3.6311 -1.8384 -0.14
C 2.0562 3.2410 -1.8200 -0.20
O 1.9703 2.0435 -2.5940 -0.23
C 3.0846 1.9308 -3.5307 -0.12
H 4.7368 1.8373 -2.0791 0.10
H 4.9941 3.0242 -3.3114 0.12
H 3.7783 4.6423 -2.1488 0.13
H 3.8417 3.4605 -0.8125 0.09
H 1.5169 4.0182 -2.3616 0.13
H 1.6052 3.1478 -0.8321 0.10
H 2.8269 2.3866 -4.4867 0.14
H 3.3111 0.8774 -3.6955 0.11
C -4.3266 -0.5197 5.1036 -0.14
C -4.9162 0.3730 4.0033 -0.12
C -3.6879 0.7231 3.1305 -0.16
O -2.6437 -0.1870 3.5425 -0.25
C -2.8311 -0.3669 4.9285 -0.20
H -4.5940 -1.5648 4.9476 0.11
H -4.6932 -0.2306 6.0886 0.12
H -5.4243 1.2290 4.4474 0.12
H -5.6628 -0.0896 3.3578 0.12
H -3.2359 1.7094 3.2355 0.12
H -3.9253 0.5913 2.0749 0.12
H -2.4126 0.4767 5.4775 0.13
H -2.3722 -1.2923 5.2764 0.12
C -2.3023 -4.3374 3.9580 -0.12
C -0.9083 -3.9648 4.5431 -0.15
C -0.2124 -3.3079 3.3984 -0.18
O -1.3349 -2.5812 2.8738 -0.27
C -2.4931 -3.3798 2.7908 -0.18
H -3.1102 -4.2230 4.6808 0.11
H -2.2317 -5.3925 3.6936 0.12
H -0.2859 -4.7913 4.8861 0.12
H -1.0042 -3.2673 5.3753 0.11
H 0.1694 -3.9839 2.6332 0.13
H 0.4584 -2.4968 3.6814 0.12
H -2.6179 -3.8626 1.8215 0.13
H -3.3946 -2.7851 2.9380 0.12
C 1.3656 -1.9733 -3.9310 -0.19
C 2.0316 -2.0264 -5.2384 -0.18
C 1.3418 -0.9831 -6.1206 -0.17
O 0.0607 -0.9390 -5.5381 -0.12
C 0.1678 -1.0073 -4.1227 -0.18
H 2.0250 -1.5585 -3.1686 0.08
H 1.0770 -2.9769 -3.6186 0.11
H 2.0277 -3.0552 -5.5985 0.12
H 3.0955 -1.8270 -5.1096 0.11
H 1.4354 -1.1972 -7.1853 0.13
H 1.8968 -0.0585 -5.9619 0.11
H -0.7856 -1.3495 -3.7201 0.12
H 0.4300 -0.0174 -3.7492 0.10
C 4.6014 3.3507 2.3202 -0.14
C 5.4296 2.1204 2.3283 -0.16
C 4.5498 1.1004 1.7293 -0.21
O 3.2727 1.4360 2.2147 -0.26
C 3.1639 2.8621 2.4979 -0.13
H 4.7083 3.9051 1.3878 0.12
H 4.8570 3.9658 3.1830 0.13
H 5.6601 1.8638 3.3623 0.14
H 6.3655 2.2085 1.7766 0.14
H 4.8894 0.0856 1.9364 0.14
H 4.4545 1.2267 0.6509 0.12
H 2.6770 3.0566 3.4536 0.13
H 2.5627 3.2670 1.6839 0.10
C -3.8031 -0.1815 -4.3276 -0.16
C -3.7776 0.9019 -3.2727 -0.18
C -3.1401 0.1949 -2.1235 -0.23
O -3.5562 -1.1619 -2.2371 -0.14
C -4.1528 -1.4114 -3.5062 -0.19
H -2.8066 -0.2753 -4.7592 0.11
H -4.5554 0.0403 -5.0845 0.12
H -4.7812 1.1758 -2.9475 0.12
H -3.2656 1.8040 -3.6076 0.12
H -3.4457 0.7166 -1.2166 0.11
H -2.0510 0.1828 -2.1661 0.09
H -5.2297 -1.5127 -3.3721 0.12
H -3.7449 -2.3323 -3.9230 0.12
```

4.
C19H26MgN2 | the ωB97M-V functional and the def2-TZVPD basis

Computed properties:
ΔE to the lowest compared entry with this formula, charge and spin   0.0 kJ/mol
E_HOMO (spin up / spin down)   -6.298 / -6.300 eV
Charge   0

XYZ file:
```
48
Properties=species:S:1:pos:R:3:lowdin_charge:R:1
C -3.1705 -0.9369 -0.2179 -0.22
C -2.1300 0.7828 -3.0463 -0.24
H -3.0240 -1.8350 -0.7512 -0.06
H -3.7409 -0.2608 -0.8921 -0.05
H -2.8963 -0.7821 0.7848 -0.07
H -1.6626 0.0915 -3.7582 -0.03
H -2.9924 0.0445 -2.7104 -0.02
H -2.2884 1.7925 -3.4760 -0.02
C -0.1034 -2.6122 -0.5330 -0.11
C 0.7868 -3.6815 -0.6984 -0.05
C 1.8800 -3.5049 -1.5471 -0.06
C 2.0473 -2.2672 -2.1674 -0.01
H -0.9871 -2.7180 0.0998 0.11
H 0.6100 -4.5938 -0.1436 0.10
H 2.6097 -4.2980 -1.6881 0.11
H 2.8983 -2.0872 -2.8128 0.09
N 0.0593 -1.4267 -1.1389 0.10
C 1.1602 -1.1997 -1.8921 -0.18
C 1.4479 0.2074 -2.3580 -0.18
N 0.6461 1.2082 -1.9432 0.08
C 0.7605 2.4228 -2.4874 -0.13
C 2.7132 1.7874 -3.7271 -0.06
C 1.7812 2.7727 -3.3931 -0.05
H -0.0221 3.1427 -2.2439 0.09
H 1.8102 3.7803 -3.8015 0.10
C 2.5358 0.4946 -3.2239 -0.01
H 3.2258 -0.3037 -3.4809 0.09
H 3.5600 2.0137 -4.3748 0.11
Mg -1.8857 0.3249 -1.1399 0.45
C -1.3697 2.4244 0.0907 -0.02
H -1.5751 3.1731 -0.7323 0.08
H -0.3218 2.6098 0.4277 0.03
H -2.1162 2.5818 0.8973 0.05
C -1.1424 0.6799 4.5468 -0.05
C -0.0604 0.0647 3.6707 -0.63
C 1.2848 0.6835 4.0011 -0.06
C -0.0010 -1.4327 3.9316 -0.06
C -0.3576 0.3957 2.2355 -0.03
C -0.6417 0.8622 1.1251 0.03
H -0.9373 0.5405 5.6095 0.09
H -2.1160 0.2361 4.3376 0.09
H -1.2186 1.7516 4.3642 0.09
H 1.5674 0.5217 5.0418 0.09
H 2.0651 0.2568 3.3720 0.09
H 1.2611 1.7581 3.8246 0.09
H -0.9647 -1.9088 3.7592 0.09
H 0.7342 -1.9177 3.2925 0.08
H 0.2812 -1.6392 4.9672 0.09
```

5.
BrH2NO2P | the ωB97M-V functional and the def2-TZVPD basis

Computed properties:
ΔE to the lowest compared entry with this formula, charge and spin   583.0 kJ/mol
E_HOMO (spin up / spin down)   -3.683 / -3.667 eV
Charge   -1

XYZ file:
```
7
Properties=species:S:1:pos:R:3:lowdin_charge:R:1
N -0.2528 -0.1746 -0.2321 -0.24
O -1.6553 1.2619 -1.8866 -0.53
O -0.8597 2.9072 1.2828 -0.58
P -1.4929 0.9912 -0.4540 0.17
Br -3.1764 -0.3035 0.2185 0.14
H -0.0407 -0.2965 0.7535 0.01
H 0.5908 0.1027 -0.7247 0.02
```

6.
C27H46INO12S5 | the ωB97M-V functional and the def2-TZVPD basis

Computed properties:
E_HOMO   -9.554 eV
Charge   0

XYZ file:
```
92
Properties=species:S:1:pos:R:3:lowdin_charge:R:1
O -3.8557 -4.4546 3.3617 0.06
C -4.4443 -5.4010 2.9803 -0.96
I -6.1841 -6.0523 4.0573 0.85
O -4.1033 -6.1430 1.9147 -0.08
C -4.9165 -5.8187 0.7508 -0.13
C -4.6130 -4.4458 0.2111 -0.28
C -5.4106 -3.3859 0.6128 -0.01
C -5.0995 -2.1185 0.1456 -0.05
C -4.0233 -1.9840 -0.7139 -0.07
C -3.3039 -3.1218 -1.0450 -0.13
N -3.5763 -4.3532 -0.6220 0.13
H -5.9759 -5.9444 0.9825 0.10
H -4.6590 -6.5717 0.0122 0.13
H -6.2351 -3.5301 1.2974 0.12
H -5.6755 -1.2530 0.4511 0.07
H -3.7338 -1.0213 -1.1065 0.10
H -2.4443 -3.0071 -1.6981 0.10
C -0.2588 -0.3215 3.2769 -0.21
C -1.1975 -1.4851 2.9351 -0.20
C -2.4443 -0.8900 2.2703 -0.20
S -1.9070 0.6299 1.4740 0.67
O -2.5606 1.7466 2.1216 -0.33
O -1.9492 0.4703 0.0381 -0.33
C -0.2122 0.5516 2.0293 -0.24
H 0.7348 -0.6695 3.5548 0.12
H -0.6643 0.2482 4.1168 0.12
H -0.6985 -2.1621 2.2392 0.11
H -1.4652 -2.0625 3.8188 0.11
H -2.8618 -1.5534 1.5203 0.07
H -3.2083 -0.6304 3.0013 0.11
H 0.1555 1.5579 2.2201 0.10
H 0.3680 0.0729 1.2407 0.07
C 2.4413 2.7913 0.0265 -0.21
C 2.7474 4.2955 0.0102 -0.21
C 3.4616 4.6350 1.3238 -0.22
S 4.3107 3.1312 1.8237 0.67
O 3.7242 2.6604 3.0548 -0.32
O 5.7367 3.3221 1.6952 -0.34
C 3.7248 2.1042 0.4821 -0.25
H 2.1270 2.4306 -0.9480 0.11
H 1.6378 2.5884 0.7368 0.10
H 3.4014 4.5236 -0.8348 0.11
H 1.8424 4.8904 -0.1072 0.11
H 4.1923 5.4311 1.2034 0.10
H 2.7573 4.8966 2.1114 0.10
H 3.5785 1.0968 0.8398 0.09
H 4.4797 2.1183 -0.3013 0.09
C 3.1002 -2.6097 -2.9479 -0.22
C 3.7647 -3.3427 -1.7769 -0.20
C 3.7995 -2.3711 -0.5909 -0.21
S 2.4020 -1.2643 -0.8098 0.69
O 2.8916 0.0756 -1.0353 -0.33
O 1.4140 -1.5272 0.2110 -0.33
C 1.8535 -1.9438 -2.3685 -0.21
H 2.8435 -3.2902 -3.7594 0.12
H 3.7902 -1.8566 -3.3363 0.07
H 3.1758 -4.2239 -1.5120 0.12
H 4.7670 -3.6834 -2.0326 0.12
H 3.6956 -2.8826 0.3631 0.10
H 4.7045 -1.7663 -0.5917 0.10
H 1.4540 -1.1447 -2.9889 0.11
H 1.0757 -2.6770 -2.1533 0.11
C -6.0144 3.1636 1.9322 -0.21
C -6.7850 3.5145 0.6518 -0.21
C -7.3931 2.2136 0.1113 -0.21
S -7.6510 1.1531 1.5390 0.68
O -6.7816 0.0048 1.4202 -0.34
O -9.0610 1.0023 1.7851 -0.32
C -6.9457 2.2687 2.7447 -0.22
H -5.7304 4.0534 2.4914 0.12
H -5.1008 2.6202 1.6795 0.10
H -7.5822 4.2230 0.8870 0.12
H -6.1403 3.9823 -0.0905 0.11
H -8.3482 2.3765 -0.3813 0.10
H -6.7104 1.7015 -0.5645 0.10
H -6.4340 1.6960 3.5149 0.11
H -7.7657 2.8381 3.1818 0.11
C 7.9563 2.1101 -3.0769 -0.21
C 7.1746 2.3824 -4.3691 -0.21
C 6.6643 1.0327 -4.8903 -0.22
S 6.4740 -0.0197 -3.4463 0.68
O 7.4109 -1.1103 -3.5373 -0.31
O 5.0703 -0.2605 -3.2035 -0.33
C 7.0855 1.1660 -2.2550 -0.22
H 8.1709 3.0276 -2.5318 0.12
H 8.9072 1.6282 -3.3141 0.12
H 6.3281 3.0366 -4.1507 0.12
H 7.7897 2.8823 -5.1156 0.11
H 5.7035 1.1218 -5.3911 0.10
H 7.3844 0.5567 -5.5531 0.11
H 7.6279 0.6450 -1.4695 0.11
H 6.2249 1.6857 -1.8349 0.09
```